This record from OMol25 describes 12 unconnected molecules or ions with the total composition C80H176N8O12S4 at a distorted geometry. The level of theory is wB97M-V/def2-TZVPD.

Atoms and positions in Å:
S1 13.591006 12.749665 -12.551225
S2 19.349890 23.158103 -9.832047
S3 10.206925 12.624598 -5.846131
S4 20.631245 19.688486 -4.499259
O1 14.452486 10.329179 -7.003507
O2 19.408838 22.722881 -11.311358
O3 19.191035 20.147794 -4.624858
O4 18.681308 11.275429 -9.420287
O5 9.459618 13.942317 -6.001639
O6 14.094455 24.686087 -2.627563
O7 16.393933 17.753204 -8.508666
O8 12.472329 19.508954 -11.363668
O9 10.196992 20.584237 -6.781867
O10 13.292798 12.082641 -13.864101
O11 16.111067 14.166492 -1.762945
O12 12.879338 16.596554 -12.223842
N1 15.278017 9.372470 -6.294847
N2 16.125024 16.744791 -7.566402
N3 16.471849 15.461004 -1.246886
N4 12.866864 20.857560 -11.275317
N5 10.745421 19.650426 -5.889128
N6 14.571955 23.664850 -3.526262
N7 12.166906 17.077842 -13.211645
N8 19.055125 12.669336 -9.296964
C1 14.733051 15.148647 -5.408291
C2 13.886317 21.154400 -10.228953
C3 15.272774 22.586310 -2.764914
C4 12.016371 18.149709 -15.251480
C5 20.040067 14.841174 -10.311652
C6 13.126347 15.707280 -14.994431
C7 15.294412 16.126720 -0.571615
C8 10.807014 18.060120 -3.406619
C9 17.929443 15.787869 -1.072387
C10 14.270643 21.950217 -1.786114
C11 10.409363 21.441306 -10.620553
C12 11.385306 21.447879 -13.134157
C13 15.385642 15.011567 -9.165783
C14 19.084573 13.187094 -11.691796
C15 9.745069 21.102422 -4.099666
C16 19.264491 14.615833 -7.897169
C17 15.922599 16.016555 -5.065474
C18 10.077924 18.309835 -5.901450
C19 19.394492 13.092650 -7.931845
C20 15.555778 17.666402 -0.611799
C21 10.600809 17.704832 -15.507426
C22 11.697457 21.734505 -11.600262
C23 10.339557 17.643532 -7.220254
C24 20.857511 17.919870 -4.240959
C25 15.182895 15.576375 0.808119
C26 15.281941 20.474376 -10.530373
C27 16.534565 22.927977 -1.997296
C28 20.825808 12.789158 -7.403682
C29 13.488066 20.659645 -8.788213
C30 21.296986 12.739000 -10.585714
C31 19.896014 21.634524 -8.844742
C32 20.241287 15.315334 -8.850601
C33 14.049248 24.982440 -5.661157
C34 16.280466 17.108731 -6.146698
C35 18.808530 15.277139 -2.358573
C36 10.937093 20.365187 -4.624056
C37 18.230581 12.580285 -7.027328
C38 14.657684 7.239233 -7.489540
C39 16.499899 24.995524 -4.708842
C40 15.199271 9.459135 -4.789729
C41 16.410019 21.966075 -5.001876
C42 16.806778 7.392905 -5.009914
C43 12.205733 23.139494 -11.455596
C44 9.847650 17.474221 -14.075477
C45 10.268417 16.880840 -11.582188
C46 10.483492 15.175569 -13.365599
C47 18.104668 17.366882 -0.930376
C48 13.886124 15.957352 -1.271009
C49 15.244712 10.974985 -4.268365
C50 15.589871 22.943663 -5.696127
C51 8.565834 18.361315 -5.693353
C52 15.178160 24.131518 -4.836212
C53 14.785502 14.697277 -6.854996
C54 15.014759 15.893313 -7.952659
C55 12.905461 17.117934 -14.442743
C56 17.016212 7.620424 -6.458416
C57 13.935646 8.749328 -4.283432
C58 10.541905 17.329756 -4.737292
C59 10.741683 16.671470 -13.077944
C60 16.958639 18.122358 -0.126870
C61 19.848286 13.276682 -10.414804
C62 17.689493 17.482202 -5.778981
C63 21.325792 19.616343 -6.233190
C64 12.989507 23.545362 -10.133732
C65 14.307883 22.717760 -10.176064
C66 18.554467 15.147614 0.165851
C67 12.145641 21.198146 -4.947266
C68 14.292745 17.911168 -14.426959
C69 15.350938 18.236732 -5.885438
C70 15.630605 21.507779 -3.697881
C71 13.743816 16.674245 -8.186388
C72 11.915256 12.952023 -5.076237
C73 20.911115 24.096517 -9.536165
C74 15.766166 8.271957 -7.129098
C75 11.561641 19.365924 -3.572160
C76 16.438012 8.887704 -8.401465
C77 10.693374 12.163830 -7.574628
C78 16.439792 8.667055 -4.297164
C79 15.350384 12.194201 -12.353790
C80 12.938630 11.470338 -11.362586
H1 16.972675 17.711319 0.882566
H2 12.574075 21.673907 -4.065113
H3 17.620966 6.897508 -4.480978
H4 9.657285 22.179401 -10.899296
H5 21.611169 23.851590 -10.334934
H6 19.098535 12.225496 -12.204856
H7 16.713180 21.116791 -5.614169
H8 10.426749 14.906296 -14.420289
H9 15.712322 20.654596 -11.515465
H10 17.766657 11.321908 -9.708117
H11 13.250329 16.861878 -7.232787
H12 16.686354 9.941781 -8.277567
H13 10.780516 21.547568 -9.601223
H14 11.972691 19.156977 -14.837226
H15 20.879199 25.185955 -9.550651
H16 13.970684 7.012879 -6.674121
H17 15.919003 6.769440 -4.903948
H18 17.249082 12.914780 -7.363263
H19 18.052437 15.341189 1.113798
H20 19.856001 16.329282 -8.743034
H21 11.629874 12.619873 -7.895718
H22 12.595796 19.067934 -3.744854
H23 15.430861 15.680425 -10.025245
H24 14.189159 24.887190 -6.737934
H25 13.904339 8.809296 -3.195536
H26 21.653672 12.643651 -11.611279
H27 13.931357 17.499149 -8.873746
H28 14.074643 16.506838 -2.193302
H29 12.715728 21.244258 -8.288404
H30 15.565816 18.489922 -4.847249
H31 18.288984 15.078356 -8.047416
H32 10.644244 16.724774 -15.982507
H33 20.890365 15.161275 -10.913840
H34 11.252793 17.265387 -2.808461
H35 9.011912 20.421257 -3.667717
H36 15.022357 6.241893 -7.735360
H37 15.059614 17.506720 -13.766321
H38 13.165641 15.893427 -8.680500
H39 14.516066 21.119435 -1.124553
H40 15.488186 11.112956 -12.350870
H41 22.120258 13.336436 -10.194047
H42 10.053394 18.406289 -16.137029
H43 16.253250 11.336198 -4.469554
H44 19.901892 21.905562 -7.788996
H45 12.579782 12.147426 -5.391109
H46 10.241953 16.563078 -7.114412
H47 9.538527 14.916699 -12.887975
H48 9.921643 21.732387 -3.227860
H49 9.145753 21.674203 -4.808183
H50 18.155793 17.873909 -1.893928
H51 13.442522 11.627029 -10.408834
H52 11.238864 14.534852 -12.910647
H53 13.924611 15.916709 -15.706477
H54 11.712260 12.792943 -4.017188
H55 17.912567 8.216808 -6.628654
H56 16.036414 13.581783 -1.005221
H57 21.294048 15.359024 -8.571528
H58 11.972577 22.126073 -5.492339
H59 10.760253 11.093221 -7.768109
H60 18.444423 14.063216 0.174777
H61 13.099976 24.596272 -10.401113
H62 9.989198 20.447930 -10.777955
H63 18.173111 11.495448 -6.938247
H64 19.803258 15.683773 -2.176221
H65 14.792485 18.117014 -15.373526
H66 21.088854 11.745408 -7.231913
H67 8.290905 18.706987 -4.696848
H68 18.929237 14.206495 -2.523665
H69 13.011029 9.159585 -4.689474
H70 16.445987 25.612244 -3.811709
H71 13.952509 22.685051 -1.046581
H72 12.365488 15.175767 -15.566006
H73 9.804711 18.306774 -3.056392
H74 12.714972 23.496680 -12.350685
H75 18.268527 13.055865 -6.047281
H76 15.822392 16.445961 -4.068650
H77 15.310347 18.201039 -1.529412
H78 11.874850 11.655866 -11.214032
H79 8.032739 17.475603 -6.038938
H80 10.748665 22.212796 -13.578777
H81 15.755879 19.121164 -6.377267
H82 15.009350 11.070549 -7.252258
H83 14.738259 14.151508 -9.336951
H84 15.916721 15.928051 1.533323
H85 19.234792 15.415122 -10.770146
H86 21.779060 17.629590 -3.736393
H87 20.837016 17.162047 -5.024158
H88 13.625513 14.905308 -1.386646
H89 9.721122 16.661199 -4.477585
H90 11.395835 16.730132 -5.052506
H91 14.704070 20.985412 -3.936135
H92 20.148018 17.576145 -3.488242
H93 17.153378 19.186078 0.009773
H94 14.216721 20.602780 -7.979558
H95 12.346650 21.407351 -13.646286
H96 9.756479 18.224712 -7.934633
H97 17.265272 8.433901 -8.947184
H98 14.457106 14.273463 -4.820063
H99 14.965992 22.906511 -9.327917
H100 10.155461 17.925081 -11.290811
H101 20.828050 13.176516 -6.384831
H102 15.948438 12.483482 -13.217928
H103 20.466414 19.727912 -6.894349
H104 10.972024 16.387241 -10.911819
H105 16.234918 23.533300 -1.141798
H106 14.234307 15.862285 1.262591
H107 19.453419 13.769720 -12.535957
H108 16.298146 20.851307 -3.139725
H109 19.151855 20.849626 -8.979923
H110 14.706124 22.450823 -6.101356
H111 13.472303 15.061072 -14.187688
H112 19.537905 15.615188 0.214198
H113 12.977862 20.610590 -5.334939
H114 15.822323 20.874657 -9.672547
H115 10.955600 20.462112 -13.312250
H116 15.695393 18.395070 -8.361546
H117 21.890725 20.529847 -6.418810
H118 16.211885 8.309961 -3.292854
H119 13.002421 17.351545 -11.643817
H120 21.818602 18.675244 -6.477279
H121 21.630486 13.276330 -7.954373
H122 13.211900 19.609093 -8.878687
H123 15.996948 23.317837 -6.635485
H124 15.900695 12.792697 -11.627797
H125 11.602585 19.742987 -2.550273
H126 15.091815 19.402136 -10.482934
H127 21.316049 23.829657 -8.559994
H128 18.962330 17.595160 -0.297609
H129 17.443525 22.270239 -4.836208
H130 8.909461 16.920897 -14.116879
H131 14.045691 18.823664 -13.884344
H132 13.032839 16.396170 -0.753871
H133 18.065457 13.322329 -11.329581
H134 14.952693 11.121334 -3.228453
H135 13.316815 21.813544 -2.295661
H136 12.407954 23.538693 -9.211857
H137 13.938682 15.856533 -5.171699
H138 19.541481 15.102165 -6.961833
H139 12.735031 19.221100 -12.241016
H140 17.483901 24.557823 -4.540727
H141 12.564217 18.178182 -16.193368
H142 11.375904 17.753063 -7.539786
H143 16.748521 15.307200 -5.012759
H144 21.415679 11.720452 -10.216142
H145 16.415586 14.656856 -9.204415
H146 18.580105 15.825004 -3.272772
H147 10.571041 20.397935 -7.646143
H148 13.835009 14.193649 -7.031149
H149 15.557989 8.828005 -9.041851
H150 14.544316 11.516507 -4.904206
H151 11.315602 23.694295 -11.158983
H152 20.844877 21.224797 -9.190980
H153 17.397990 9.127559 -4.056535
H154 17.819588 17.673372 -4.713786
H155 17.054194 23.694644 -2.572018
H156 12.261119 13.969956 -5.255936
H157 15.069760 14.493759 0.751100
H158 14.868794 22.928475 -11.086604
H159 16.641653 25.595400 -5.607824
H160 18.088335 18.317849 -6.354051
H161 18.346681 16.640740 -5.998429
H162 17.186547 6.575398 -6.717251
H163 14.159456 25.989188 -5.258156
H164 17.349827 22.208621 -1.919915
H165 14.183957 7.390519 -8.459489
H166 8.138463 19.124020 -6.344295
H167 13.087866 24.528552 -5.420689
H168 9.372051 16.285796 -11.407400
H169 14.947943 18.180911 0.132451
H170 13.144776 24.568791 -2.550412
H171 9.790769 12.525109 -8.067453
H172 13.000797 10.448545 -11.736966
H173 9.567052 18.448850 -13.676151
H174 14.278617 18.159253 -6.064952
H175 14.015071 7.736391 -4.678086
H176 15.335308 13.764782 -6.982511

Cartesian forces (eV/Å) of the 2 atoms listed first:
S 1.1 -3.4 -0.5
S 1.3 -1.6 -1.8

- Gap between HOMO and LUMO: 7.9 eV
- 2S+1: 1
- Total charge: 0
- LUMO level: 0.15 eV

Atom charges from the Mulliken analysis, given in e for atoms 1 to 99: 1.071 0.656 0.322 0.173 -0.111 -0.679 -0.281 -0.532 -0.566 -0.587 -0.544 1.698 -0.693 -0.752 -0.195 0.339 0.500 1.116 0.724 -0.270 1.523 0.953 1.107 1.306 0.178 1.024 2.177 -0.908 -1.744 -1.919 1.787 -1.230 1.136 -1.959 -1.442 -1.557 -1.958 -2.074 -2.040 -0.119 -0.561 2.115 1.992 -1.026 -0.872 1.491 -2.006 0.099 -1.816 -1.660 -1.832 -1.946 -0.315 -2.055 -1.053 -1.220 -1.646 2.715 -1.303 1.587 -1.972 -1.614 -2.087 1.738 -0.690 -1.028 -1.287 -1.416 -1.675 -1.686 -0.888 -1.611 -1.290 -0.728 -2.390 1.710 -0.179 3.199 1.078 -0.895 -1.839 -0.300 1.459 -1.295 1.953 -0.924 -0.634 -0.485 -0.959 -1.839 -0.887 -1.451 -0.773 0.057 -0.550 0.227 -0.970 1.342 -0.510